No. 1
39
Properties=species:S:1:pos:R:3:forces:R:3:lowdin_spin:R:1 method="wB97M-V/def2-TZVPD" e_homo_ev="-13.845 / -16.337" charge=+2 orbital_gap_ev="6.20 / 4.85" multiplicity=6
I -0.339539 -2.751979 -1.393392 0.2578 -0.5200 0.1172 0.62
I 0.145619 2.250478 -1.358469 0.0569 0.2630 -0.0743 0.62
Ru 0.148597 -0.279711 -1.109207 -1.3487 1.0542 2.5756 1.88
P -2.185194 0.055788 -0.750392 -1.6561 -0.0119 0.6115 0.17
C -3.043915 0.257794 -2.333304 0.0763 -0.1124 0.0213 0.03
C -3.027249 -1.309751 0.124237 0.3396 0.1565 0.1541 0.03
H -4.051548 -1.000234 0.365504 0.1904 -0.1024 -0.0947 0.00
H -3.658575 1.330816 0.674703 0.1501 0.1249 -0.1503 0.00
H -2.462523 -1.507980 1.048179 -0.3535 -0.0383 -0.3203 0.00
H -1.938361 1.628010 1.089559 -0.3764 0.0509 -0.3125 0.00
H -2.817583 -0.602445 -2.973203 -0.1092 0.1916 0.0267 0.00
H -3.022485 -2.205540 -0.498291 -0.1752 0.0893 0.1149 0.01
C -2.657586 1.504347 0.263366 0.3524 -0.2875 0.2138 0.03
H -4.127693 0.309407 -2.153413 0.2749 0.0004 -0.0426 0.01
H -2.647175 2.401946 -0.356583 -0.1085 0.0116 0.1072 0.01
H -2.698908 1.178097 -2.814307 -0.1037 -0.1504 -0.0203 0.00
P 2.396818 0.115417 -0.589682 1.7861 0.3046 0.8512 0.20
C 3.443852 0.308279 -2.059544 -0.2246 -0.5442 -0.2077 0.03
C 2.873161 1.514236 0.476984 -0.1273 -0.2239 0.1700 0.04
H 2.813262 -1.235759 1.339112 0.1744 -0.1799 -0.5040 0.00
H 3.955174 -1.597479 -0.022805 -0.1167 -0.0649 0.1987 0.01
H 2.261125 -2.207659 -0.063068 0.4319 0.0819 0.1702 0.00
C 2.915373 -1.387561 0.252160 0.0981 -0.2933 0.2959 0.04
H 2.170620 1.621671 1.312571 0.2896 0.0322 -0.2474 0.00
H 3.877665 1.322405 0.873275 -0.1381 0.1068 -0.1059 0.00
H 4.499493 0.308277 -1.753517 -0.2690 0.0326 -0.0306 0.01
H 3.199299 1.241114 -2.565700 0.0596 0.0228 -0.0554 0.00
H 2.864788 2.436535 -0.110470 0.1362 -0.0760 0.1025 0.01
H 3.266837 -0.536571 -2.749283 0.1689 0.3803 0.2395 0.00
C 0.397576 -0.346415 -2.933005 0.7350 -0.5648 -8.7557 0.12
O 0.538161 -0.410555 -4.087569 -0.3354 0.3311 3.6833 0.03
C -0.984094 -0.585445 3.723387 0.2759 0.2677 0.2219 -0.01
S 0.217583 0.009710 2.560046 -2.3601 -1.4139 1.2146 -0.05
O 1.537642 -0.428413 3.003271 -0.2933 0.6307 -0.8149 0.35
O -0.240366 -0.739069 1.327451 1.3226 1.1441 1.0947 0.46
O 0.033947 1.454921 2.409548 0.6922 -0.8259 -0.4621 0.33
H -0.787866 -0.125301 4.693123 -0.0563 -0.0709 -0.0514 0.00
H -0.885616 -1.670333 3.776634 0.1021 0.1055 0.0345 0.00
H -1.980325 -0.321054 3.362078 0.1807 0.0982 0.0309 0.00

***

No. 2
44
Properties=species:S:1:pos:R:3:forces:R:3:mulliken_charge:R:1 method="wB97M-V/def2-TZVPD" relative_energy_kcal_mol=14.8 e_homo_ev=-3.305 charge=-1 orbital_gap_ev=4.85
Sr -0.495882 -0.612741 0.020417 -1.3486 1.7908 2.4649 2.03
C 2.498508 -0.254891 3.437127 0.8230 0.2236 -0.2873 -0.92
C 1.066768 0.294989 3.421717 -2.0305 1.3485 -0.6265 0.52
O 0.789148 1.302469 4.079797 1.5738 -0.2906 1.2364 -0.69
O 0.223908 -0.179691 2.615237 0.7323 -1.9471 -1.3608 -0.54
H 2.706678 -1.238611 3.016347 -0.8058 -0.5980 0.5366 0.24
H 2.991168 -0.135101 4.402037 -0.0694 -0.0521 0.0134 0.28
H 3.044788 0.361749 2.723377 0.1442 0.7141 0.0606 0.17
C -0.645802 3.987319 -0.318783 1.0690 1.8982 -1.1811 -0.93
C -0.783122 3.067359 0.807987 -0.0281 -3.5098 2.0712 0.38
O -1.028282 1.842369 0.599087 -0.2819 -1.2085 -2.2318 -0.49
O -0.504502 3.420269 1.943787 0.1269 2.3631 0.5163 -0.67
H -0.819462 3.728359 -1.363233 -0.9221 -0.4682 0.2500 0.23
H 0.435178 4.126849 -0.329993 0.3939 0.5184 0.0963 0.20
H -1.074822 4.949309 -0.038403 -0.0292 0.1068 -0.3098 0.26
C -5.080682 -0.131111 1.318917 0.7809 0.3539 0.6350 -1.17
C -3.563872 -0.366321 1.215617 1.2869 -0.5380 1.4867 0.77
O -3.125652 -0.708061 0.063897 0.4952 -0.1692 -0.0480 -0.76
O -2.869942 -0.269911 2.279707 -1.5949 -0.5181 -2.3915 -0.64
H -5.495472 0.313649 0.414347 0.0147 0.0788 0.1317 0.28
H -5.112662 0.503879 2.204277 -0.7077 0.2522 -0.1759 0.33
H -5.609292 -1.054721 1.554727 0.0879 -0.1481 -0.1014 0.26
C 0.014088 1.343689 -3.097073 0.0311 -2.2345 0.7139 0.46
O -0.188652 0.607839 -2.149993 0.0525 0.1213 0.5902 -0.56
N -0.407082 1.055869 -4.316663 -0.8886 -0.2741 -2.0462 -0.44
N 0.797178 2.401839 -3.156743 1.5271 1.9613 1.1559 -0.38
H -1.016292 0.268349 -4.486323 0.1380 0.5481 -0.2273 0.23
H -0.110212 1.787289 -4.946733 -1.1559 -0.9936 -0.9391 0.11
H 1.108538 2.667919 -4.079983 0.4200 0.4259 0.8357 0.15
H 1.286468 2.637029 -2.305053 0.0788 0.3476 -0.3251 0.26
C 2.889438 -2.044041 -0.153673 -0.2961 0.7728 1.6921 0.63
O 1.751988 -1.933161 0.192137 -3.4419 0.2272 0.0168 -0.47
N 3.870178 -1.644611 0.636927 2.0848 0.1078 0.2853 -0.34
N 3.283718 -2.553571 -1.283513 1.5262 -1.7374 -3.5590 -0.39
H 4.739188 -2.107731 0.412337 0.2753 0.7348 1.0028 0.14
H 3.630208 -1.172321 1.496847 0.2931 -0.2740 0.1233 0.07
H 2.657208 -2.846991 -2.019363 0.0181 0.1285 0.4729 0.23
H 4.278638 -2.587991 -1.453983 -0.4059 -0.0174 -0.4076 0.12
O -1.039572 -2.300881 -1.875203 0.3229 -0.1770 -0.6675 -0.43
H -1.214242 -3.088481 -1.360023 -0.2058 -0.2815 0.6417 0.26
H -1.285782 -2.539241 -2.768963 -0.1025 0.2532 -0.1768 0.19
O -0.912432 -3.357201 0.609797 -0.0098 -0.2159 -0.3723 -0.47
H -1.530642 -3.623451 1.290357 -0.4038 0.2952 0.2877 0.25
H -0.148602 -3.917551 0.746897 0.4317 0.0811 0.1174 0.23

***

No. 3
47
Properties=species:S:1:pos:R:3:forces:R:3:mulliken_charge:R:1 method="wB97M-V/def2-TZVPD" relative_energy_kcal_mol=43.7 e_homo_ev=-10.917 orbital_gap_ev=10.84 smiles="C[N+](=O)[O-].C[N+](=O)[O-].C[N+](=O)[O-].C[N+](=O)[O-].C[N+](=O)[O-].COC(=O)OC"
C 0.621883 2.528677 5.360161 -0.1977 0.8775 1.5568 -0.72
N 1.200123 2.221307 4.103031 2.9382 -2.9145 -1.5121 0.82
O 0.402373 2.016857 3.227701 -0.4621 0.3173 -1.2711 -0.46
O 2.429313 2.013157 3.985071 -2.0728 0.9934 0.5022 -0.52
H 1.263203 2.193167 6.175161 -0.0031 0.2783 -0.1887 0.29
H -0.357487 2.051197 5.390891 0.1562 0.3324 0.0573 0.31
H 0.566813 3.613697 5.271791 -0.3825 0.0928 0.8426 0.29
C -3.369407 2.667967 -2.838749 -0.0615 -0.2162 0.6112 -0.78
N -2.336547 1.920807 -2.044019 -0.4316 -0.9907 -2.1564 0.79
O -2.702757 0.914277 -1.449519 0.7806 0.8866 0.3763 -0.43
O -1.204637 2.269297 -2.319309 0.0479 -0.3960 1.2954 -0.49
H -2.962667 2.670927 -3.850019 -0.1555 0.3679 0.1970 0.31
H -3.392707 3.643367 -2.352799 -0.3082 0.0734 -0.5004 0.29
H -4.310197 2.119427 -2.792689 0.1062 0.2708 0.1900 0.30
C 1.256083 -5.483893 0.102671 0.1042 -0.0080 0.8399 -0.71
N -0.075427 -6.010093 0.672431 1.0894 0.9736 0.1681 0.89
O -0.054617 -6.327243 1.856731 -0.1462 -0.0881 -1.0523 -0.54
O -1.049107 -5.950933 -0.041809 0.0337 -0.3638 0.1527 -0.51
H 1.999463 -6.279733 0.056481 -0.4605 -0.2911 -0.1686 0.32
H 1.631143 -4.818423 0.880221 -0.2192 0.1552 -0.1668 0.28
H 1.147643 -4.948543 -0.840589 -0.4115 -0.3153 0.2317 0.27
C -4.571027 0.499107 0.975301 -0.4328 0.8934 0.4076 -0.72
N -5.277827 0.311687 -0.341069 0.8466 -2.0166 -0.0870 0.98
O -5.765047 1.267787 -0.878729 -0.1802 0.6898 -0.1786 -0.56
O -5.384457 -0.852193 -0.739229 0.2382 1.4028 0.5230 -0.55
H -4.204087 1.512657 1.137041 -0.1776 0.1215 -0.7823 0.31
H -3.720357 -0.156363 1.161891 -0.7340 -0.4689 -0.3411 0.18
H -5.427457 0.429617 1.645971 0.3806 -0.5834 0.4471 0.37
C 4.298523 2.339677 -2.217409 0.3414 -0.1281 -0.0604 -0.63
N 5.432603 2.124887 -1.256019 2.0212 0.7250 1.3339 0.86
O 5.735613 3.041587 -0.475059 -1.1606 -1.0070 -1.3039 -0.52
O 6.093453 1.088397 -1.302299 -1.2970 0.6473 -0.4651 -0.51
H 4.476653 3.261957 -2.770359 0.2164 -0.0327 0.2467 0.28
H 3.375023 2.458557 -1.650739 0.1272 -0.2989 -0.0223 0.29
H 4.325383 1.494657 -2.905389 -0.3012 0.0737 0.2845 0.24
C 2.518873 -1.122463 -2.419569 -0.6379 -1.4933 1.1225 -0.77
O 1.449223 -0.441873 -1.667889 1.2605 1.2604 -1.9720 -0.30
C 0.856803 -1.065203 -0.682539 -0.4687 0.1912 0.3430 0.72
O 1.162723 -2.192453 -0.375439 -0.9964 0.2692 0.9207 -0.61
O -0.093777 -0.190903 -0.154379 3.7971 -1.4996 -1.9992 -0.18
C -0.906747 -0.653023 0.855061 -1.6917 0.7263 0.7205 -0.67
H 2.266413 -2.176143 -2.538409 -0.6101 0.0496 -0.2822 0.33
H 3.423633 -1.260423 -1.827559 0.1142 0.9601 0.1320 0.34
H 2.696653 -0.711293 -3.413259 -0.3580 0.5879 0.5100 0.27
H -1.821987 -0.909293 0.321431 -0.2672 -0.7566 0.6304 0.24
H -1.119807 0.264057 1.404311 -0.1674 -0.1252 0.3951 0.23
H -0.521457 -1.388283 1.561491 0.1934 -0.2236 -0.5280 0.37

***

No. 4
35
Properties=species:S:1:pos:R:3:forces:R:3:lowdin_spin:R:1 method="wB97M-V/def2-TZVPD" relative_energy_kcal_mol=0.0 e_homo_ev="-8.488 / -12.458" charge=+1 orbital_gap_ev="4.51 / 6.43" multiplicity=6
Ru 2.261233 -0.010139 0.837255 -3.5907 -0.7164 2.5433 2.88
H -2.256519 -1.540094 -0.859086 -0.4975 -0.2678 -0.4367 0.19
H -2.304901 1.625034 -0.620050 1.9331 -0.4100 0.0457 0.02
P -0.993878 -2.199182 -0.493937 0.8016 1.4577 -0.5179 0.45
P -1.002001 2.331756 -0.521238 0.0032 1.6150 0.0374 0.05
C 0.678516 2.015031 0.275431 -1.3657 -0.6710 -0.1190 0.15
H 1.307454 2.905723 0.113088 -0.6263 0.0409 0.1500 0.01
H 0.456866 1.784303 1.344219 0.4335 0.4096 -0.8080 0.01
H 1.229242 1.140959 -0.259084 -1.1786 1.0229 -0.1801 0.06
C -0.538051 2.937938 -2.208813 0.1917 -0.3085 -0.1917 0.00
H -1.322497 2.827497 -2.963016 -0.0435 -0.0031 0.3415 0.00
H -0.204269 3.979170 -2.210348 -0.3232 0.0351 0.4257 0.00
H 0.351471 2.399586 -2.586204 -0.5001 -0.1839 0.4078 0.00
C -1.631436 3.666723 0.602806 1.0913 -0.1798 -0.6679 0.01
H -1.279536 3.462338 1.624383 -0.3514 -0.1115 -0.2948 0.00
H -1.125930 4.584506 0.281650 -0.3492 0.0399 0.1173 0.00
H -2.709173 3.738702 0.538745 -0.0975 0.1733 0.0692 0.00
C -0.413691 -2.781498 -2.161331 0.0125 0.2273 0.2291 0.02
H -0.134092 -3.835642 -2.138028 -0.2892 -0.1176 0.1657 0.00
H -1.186204 -2.629819 -2.912360 -0.0503 -0.0855 0.0435 0.00
H 0.500430 -2.284346 -2.503512 -0.2017 0.3050 0.2938 0.01
C 0.678252 -2.240289 0.413739 0.5624 -1.4234 0.1241 0.33
H 0.454101 -2.089697 1.465546 0.0704 -0.4790 0.1504 0.00
H 1.001395 -3.273152 0.135283 0.3499 0.5979 0.8009 0.03
H 1.539265 -1.556223 0.144491 -1.0762 -1.1452 -0.9533 0.06
C -1.677326 -3.634528 0.369251 0.7322 0.0472 0.5910 0.02
H -2.720166 -3.688606 0.152328 -0.6824 -0.3413 -0.1858 0.00
H -1.122806 -4.489510 0.011360 -0.1702 -0.4888 -0.3307 0.00
H -1.521460 -3.669768 1.454901 -0.0823 0.4989 -0.2006 0.01
C 4.060894 0.104136 1.035767 10.3207 0.7905 1.8679 0.14
O 5.170734 0.260142 1.420907 -4.6757 -0.5171 -1.6419 0.13
H 2.088832 -0.102386 -0.743647 0.1410 0.1674 -2.2647 0.10
O 0.113187 -0.042035 4.636769 1.2054 0.3119 -1.9775 0.09
C 0.773545 0.091114 3.649499 -0.7233 -0.2423 1.5092 0.07
N 1.478517 0.212251 2.673249 -0.9738 -0.0480 0.8571 0.15

***

No. 5
31
Properties=species:S:1:pos:R:3:forces:R:3:mulliken_charge:R:1 method="wB97M-V/def2-TZVPD" relative_energy_kcal_mol=37.5 e_homo_ev=-9.008 orbital_gap_ev=9.88 smiles="C[SiH](C)N.C=C(C)CCC"
C -2.265006 1.659350 -0.436105 -1.8071 -0.0840 2.5823 -0.66
Si -2.939033 -0.146964 -0.193396 1.5797 0.2049 1.1501 0.36
C -4.735400 -0.266946 0.325386 0.7436 1.7855 0.5690 -0.90
N -1.630523 -1.070585 0.851382 -2.3850 0.5473 -0.6499 -0.51
H -2.855079 2.180453 -1.178480 0.2079 -0.0186 -0.5057 0.38
H -2.237642 2.356505 0.470348 -0.3012 -1.1908 -0.8809 0.30
H -1.254268 1.515835 -0.657936 1.6045 0.0430 -1.0090 -0.07
H -2.991940 -0.666931 -1.546392 0.3313 -0.3947 -0.6376 -0.14
H -5.386625 0.291045 -0.373328 0.3815 -0.5249 0.1110 0.27
H -5.018007 -1.273768 0.453301 -0.6014 -1.2214 -0.0730 0.29
H -4.846648 0.234660 1.288978 -0.1384 -0.0596 0.1339 0.29
H -0.869884 -1.279145 0.229305 0.4386 -0.0789 -0.2528 0.14
H -1.872966 -1.966439 1.318887 -0.0816 1.0110 -0.5849 0.26
C 2.674458 -1.212500 -1.448926 -0.4294 0.5264 4.5496 -1.27
C 2.450547 -1.164204 -0.104831 -1.0036 -0.1390 -0.7946 0.81
C 1.929593 -2.351518 0.671230 2.2407 -0.7805 -0.2186 -1.15
C 2.670935 0.127163 0.678826 -0.8751 0.2378 -2.6679 -1.06
C 1.446519 1.153455 0.427577 2.7294 -0.4006 0.2515 0.19
C 1.999764 2.205422 -0.579220 -1.8569 0.4539 -0.1805 -1.15
H 3.007550 -0.321645 -1.869316 0.7040 0.9699 -1.3570 0.28
H 2.660032 -2.163364 -1.835405 -0.2671 -1.7075 -1.7502 0.41
H 2.588903 -2.412545 1.542401 -0.2165 -0.1114 0.2942 0.35
H 0.930696 -2.328852 1.044196 -0.8158 0.3769 0.0555 0.23
H 2.121165 -3.310752 0.151374 -0.4187 0.5019 -0.0429 0.37
H 2.882529 -0.019806 1.701107 0.2438 -0.3397 1.1510 0.47
H 3.584166 0.435809 0.123128 -0.4616 0.8377 1.0249 0.39
H 0.657450 0.593563 -0.016296 -0.6608 -0.4168 -0.3316 -0.19
H 1.029577 1.596521 1.384371 0.7759 -0.2326 -1.1764 0.38
H 1.103915 2.816091 -0.791251 0.4996 0.1458 -0.5109 0.35
H 2.496897 1.926570 -1.559971 -0.8441 -0.3618 1.3473 0.22
H 2.668318 2.863517 -0.070941 0.6839 0.4208 0.4040 0.39

***

No. 6
36
Properties=species:S:1:pos:R:3:forces:R:3:mulliken_charge:R:1 method="wB97M-V/def2-TZVPD" e_homo_ev=-15.960 charge=+2 orbital_gap_ev=2.90
C 2.126454 -1.823742 0.017071 -0.4061 -0.4637 -1.0752 -0.40
Si 2.778431 -0.067277 0.601421 0.9454 0.6409 0.6920 0.60
C 4.108177 -0.316765 2.016745 0.3420 -0.5732 0.8353 -1.08
C 3.517480 0.759953 -0.992692 -0.7967 0.0507 -0.8196 -0.84
O 1.356730 0.814151 1.142230 0.1278 -1.2644 -2.4034 -0.46
C 0.463151 1.166627 0.011668 0.5198 1.9642 0.4575 -0.01
C -0.915943 1.765147 0.670191 0.2243 0.7169 0.3278 -0.61
Si -2.542148 0.956792 0.029544 2.8332 0.4568 -0.1020 0.32
C -2.556335 -0.968008 0.032703 0.2608 -3.1065 -3.1505 -0.20
C -1.749229 -1.547842 -1.448119 -3.1948 1.8317 -2.2546 0.36
C -1.959915 -0.504789 -2.819932 -2.1168 -4.7328 0.0028 -0.56
O -2.700790 -1.959124 -2.618224 4.7299 2.4185 3.6111 -0.36
P -4.130984 1.571361 1.484668 -1.0789 -1.8440 4.8780 0.25
O -3.662073 1.099909 2.940910 -0.6334 1.2686 -3.8517 -0.45
H 1.446701 -1.604545 -0.915925 1.1001 -0.6001 1.7600 0.06
H 3.016337 -2.495412 -0.356395 -1.8438 1.1456 1.0111 0.33
H 1.555107 -2.258844 0.944247 0.8724 0.3182 -1.3510 -0.04
H 5.185367 0.079400 1.688218 -2.4956 -0.7520 0.7567 0.33
H 3.765527 0.177133 3.033749 0.8283 -0.8292 -2.1275 0.32
H 4.227692 -1.479055 2.261599 -0.2432 2.4681 -0.6211 0.33
H 3.839731 1.853226 -0.716797 -0.3682 -2.1263 -0.6814 0.30
H 4.372353 0.089519 -1.428334 -1.4549 1.5163 0.8967 0.35
H 2.648598 0.802654 -1.803639 1.9551 0.0420 1.5402 0.24
H 0.306972 0.298364 -0.761431 0.1754 1.4192 1.4999 0.05
H 0.990106 2.082301 -0.539428 -1.2293 -2.1510 0.8342 0.24
H -0.898272 1.684842 1.841829 0.2281 0.0575 -2.2239 0.36
H -0.994844 2.927157 0.408042 0.1739 -2.4786 0.6006 0.40
H -2.924489 1.578228 -1.233340 -0.2641 -0.1501 -0.3319 -0.04
H -1.855451 -1.467492 0.846634 -1.2643 1.2205 0.0713 0.18
H -3.634697 -1.436956 -0.003294 2.2234 0.7047 0.2925 0.47
H -0.640127 -2.119513 -1.317601 -2.6530 1.4276 -0.4192 0.22
H -1.116642 -0.611462 -3.630211 -1.7693 0.5828 1.7535 0.33
H -3.029992 -0.032394 -2.988136 3.0563 0.2609 0.5311 0.32
H -5.288130 0.736062 1.147168 0.6622 1.1035 -0.1032 0.19
H -4.416721 2.980193 1.392992 0.1060 -0.6967 -0.2450 0.23
Pd -0.688130 -2.729797 1.061870 0.4481 0.1531 -0.5912 0.29

***

These records have total energy values of -65004.1251; -35913.2419; -42688.8314; -35365.5739; -18003.3387; -43273.6755 eV, in the order they appear.